Entry from the Open Molecules 2025 dataset: 11 unconnected molecules or ions with the total composition C20H62N4O11 (wB97M-V/def2-TZVPD).

Structure (XYZ):
```
97
Properties=species:S:1:pos:R:3
C 10.931 7.402 14.879
O 9.775 7.011 15.008
N 11.516 8.304 15.717
N 11.730 7.055 13.806
H 10.977 8.495 16.539
H 12.512 8.295 15.765
H 11.269 6.692 12.983
H 12.433 7.743 13.509
C 13.514 10.061 11.837
O 13.314 9.137 10.997
N 13.212 11.396 11.557
N 14.033 9.861 13.023
H 12.618 11.536 10.768
H 12.779 11.901 12.359
H 14.256 8.921 13.258
H 14.454 10.602 13.569
C 8.568 8.903 11.445
C 9.022 7.544 10.927
O 10.396 7.256 11.053
H 7.616 9.008 11.004
H 9.217 9.706 10.990
H 8.526 8.959 12.515
H 8.857 7.456 9.891
H 8.460 6.751 11.483
H 10.841 7.737 10.330
C 13.318 13.851 16.172
C 13.528 14.895 15.043
O 14.402 14.422 14.095
H 12.442 14.099 16.790
H 14.245 13.912 16.836
H 13.202 12.868 15.680
H 13.930 15.856 15.458
H 12.575 15.192 14.543
H 14.219 14.805 13.178
C 8.912 11.402 15.560
C 8.887 12.689 14.754
O 10.006 13.481 14.914
H 7.946 10.884 15.685
H 9.341 11.627 16.576
H 9.667 10.718 15.167
H 8.039 13.273 15.122
H 8.866 12.497 13.672
H 10.745 12.840 15.011
C 15.722 10.421 6.351
C 15.625 9.371 7.519
O 15.842 10.073 8.753
H 16.700 10.917 6.635
H 14.912 11.220 6.553
H 15.687 10.137 5.311
H 16.351 8.590 7.439
H 14.664 8.852 7.579
H 16.751 10.423 8.881
C 16.063 7.095 12.232
C 16.363 5.674 12.722
O 15.348 5.093 13.469
H 16.866 7.389 11.557
H 16.061 7.750 13.080
H 15.108 7.115 11.714
H 17.341 5.717 13.311
H 16.523 5.005 11.910
H 14.600 5.664 13.428
C 11.675 10.993 8.010
C 10.931 9.634 8.054
O 11.126 8.963 9.293
H 11.505 11.301 7.004
H 12.736 10.898 8.167
H 11.331 11.781 8.670
H 11.248 9.036 7.239
H 9.860 9.687 7.858
H 11.976 9.161 9.679
C 9.574 13.364 10.979
C 10.919 13.924 11.324
O 11.417 13.431 12.506
H 9.582 12.250 11.037
H 9.401 13.754 9.987
H 8.730 13.662 11.596
H 10.808 15.013 11.333
H 11.610 13.676 10.506
H 10.784 13.733 13.240
C 17.647 10.709 14.975
C 17.133 11.956 14.409
O 15.789 11.799 14.026
H 17.469 9.810 14.377
H 17.407 10.608 16.030
H 18.726 10.866 15.012
H 17.682 12.238 13.444
H 17.280 12.730 15.167
H 15.432 12.651 14.230
C 16.111 15.225 9.081
C 15.622 14.550 10.319
O 14.953 15.529 11.303
H 15.245 15.739 8.628
H 16.351 14.363 8.439
H 16.984 15.920 9.157
H 16.399 13.905 10.771
H 14.804 13.843 10.036
H 15.595 16.070 11.797
```

Its multiplicity is 1. The charge is 0. Its energy relative to the best compared isomer or geometry (same formula, charge and spin) is 21.43 kJ/mol. The calculation puts the LUMO energy at 0.4 eV. For the energy, the calculation gives -50227.062 eV. As for the SMILES: NC(N)=O.NC(N)=O.CCO.CCO.CCO.CCO.CCO.CCO.CCO.CCO.CCO.